Below is a structure of composition C32H23N8Rh, with properties calculated with ωB97M-V/def2-TZVPD.

```
64
C32H23N8Rh, DFT ωB97M-V/def2-TZVPD
Rh 0.168 0.647 0.019
C 1.977 -0.368 3.841
C 1.791 0.158 2.555
N 0.642 0.068 1.920
C -0.437 -0.537 2.523
C -0.311 -1.128 3.794
C 0.939 -1.017 4.445
C -1.421 -1.799 4.356
C -2.584 -1.864 3.645
C -2.729 -1.245 2.387
C -1.686 -0.539 1.816
N -1.659 0.142 0.617
C -2.672 0.437 -0.275
C -4.039 0.348 -0.100
C -4.926 0.693 -1.140
C -4.485 1.142 -2.351
C -3.096 1.295 -2.564
C -2.546 1.811 -3.760
C -1.195 1.975 -3.884
C -0.369 1.620 -2.809
N -0.849 1.121 -1.689
C -2.205 0.945 -1.534
H 2.939 -0.264 4.322
H 2.604 0.646 2.033
H 1.058 -1.452 5.430
H -1.330 -2.254 5.332
H -3.434 -2.392 4.056
H -3.674 -1.339 1.879
H -4.456 0.050 0.847
H -5.988 0.601 -0.958
H -5.177 1.402 -3.141
H -3.211 2.082 -4.570
H -0.752 2.373 -4.785
H 0.705 1.739 -2.870
N 0.478 -3.465 -1.042
C -0.028 -2.292 -0.701
N 0.683 -1.195 -0.657
C 2.053 -1.209 -0.973
N 2.774 -0.117 -0.955
N 2.037 0.973 -0.567
C 2.499 2.162 -0.471
C 1.534 3.159 0.037
C 1.816 4.506 0.139
C 0.837 5.367 0.624
C -0.393 4.853 0.992
C -0.614 3.488 0.868
N 0.321 2.666 0.407
C 2.645 -2.481 -1.333
C 4.003 -2.609 -1.648
C 4.514 -3.842 -1.983
C 3.683 -4.967 -2.011
C 2.343 -4.863 -1.704
C 1.831 -3.617 -1.365
H -0.132 -4.269 -1.080
H -1.080 -2.234 -0.451
H 3.526 2.405 -0.726
H 2.788 4.875 -0.161
H 1.039 6.426 0.709
H -1.178 5.489 1.374
H -1.557 3.034 1.145
H 4.631 -1.731 -1.625
H 5.562 -3.944 -2.227
H 4.094 -5.931 -2.277
H 1.699 -5.733 -1.725
```

Properties
E_HOMO (eV): -12.2
Net charge: +2